1.
{"formula": "C3H6N2Si", "method": "ωB97M-V with the def2-TZVPD basis set", "species": ["C", "C", "C", "N", "N", "Si", "H", "H", "H", "H", "H", "H"], "positions_angstrom": [[-2.202, 0.773, 0.407], [-0.823, 0.886, 0.581], [-2.385, -1.273, -0.803], [-2.531, -0.252, -0.296], [-0.069, 0.054, -0.033], [1.604, -0.340, -0.114], [-2.935, 1.385, 0.953], [-0.373, 1.644, 1.209], [-2.635, -1.700, -1.816], [2.732, 0.814, -0.162], [1.768, -1.255, -1.152], [1.789, -0.894, 1.208]], "e_lumo_ev": [0.2, 0.2], "spin_multiplicity": 1, "relative_energy_ev": 2.835, "largest_force_ev_per_a": 5.0, "total_charge": 0}



2.
{"formula": "C33H57N3O21", "method": "ωB97M-V with the def2-TZVPD basis set", "species": ["C", "C", "C", "O", "C", "O", "O", "H", "H", "H", "H", "H", "H", "C", "C", "C", "O", "C", "O", "O", "H", "H", "H", "H", "H", "H", "C", "C", "C", "O", "C", "O", "O", "H", "H", "H", "H", "H", "H", "C", "C", "C", "O", "C", "O", "O", "H", "H", "H", "H", "H", "H", "C", "C", "C", "O", "C", "O", "O", "H", "H", "H", "H", "H", "H", "C", "C", "C", "O", "C", "O", "O", "H", "H", "H", "H", "H", "H", "C", "O", "N", "C", "C", "H", "H", "H", "H", "H", "H", "H", "C", "O", "N", "C", "C", "H", "H", "H", "H", "H", "H", "H", "C", "O", "N", "C", "C", "H", "H", "H", "H", "H", "H", "H"], "positions_angstrom": [[0.944, 5.521, 1.351], [2.192, 4.923, 2.022], [2.260, 3.415, 1.916], [3.663, 3.273, 1.747], [4.274, 4.448, 1.435], [5.377, 4.579, 0.900], [3.284, 5.337, 1.282], [0.136, 5.191, 2.004], [0.755, 5.194, 0.329], [0.911, 6.610, 1.326], [2.199, 5.325, 3.035], [1.720, 3.075, 1.032], [1.948, 3.047, 2.894], [-2.900, -4.445, -0.615], [-4.004, -3.727, 0.158], [-3.474, -2.923, 1.362], [-3.596, -1.565, 0.929], [-4.221, -1.467, -0.235], [-4.442, -0.413, -0.852], [-4.387, -2.737, -0.729], [-3.272, -4.825, -1.566], [-2.573, -5.317, -0.049], [-2.113, -3.708, -0.775], [-4.841, -4.367, 0.436], [-2.516, -3.344, 1.668], [-4.121, -3.150, 2.210], [-2.633, -0.617, -3.492], [-2.152, -1.863, -4.312], [-2.735, -3.168, -3.772], [-3.635, -3.524, -4.804], [-3.584, -2.695, -5.836], [-4.207, -2.734, -6.892], [-2.729, -1.711, -5.584], [-2.438, 0.349, -3.957], [-2.107, -0.724, -2.543], [-3.711, -0.630, -3.330], [-1.086, -1.994, -4.498], [-3.112, -2.960, -2.770], [-1.986, -3.960, -3.770], [4.861, -3.843, -3.688], [3.878, -2.746, -3.734], [3.085, -2.790, -5.050], [1.782, -2.849, -4.546], [1.670, -2.844, -3.270], [0.671, -2.840, -2.619], [2.857, -2.885, -2.708], [5.149, -4.250, -4.657], [4.614, -4.615, -2.959], [5.801, -3.427, -3.325], [4.414, -1.799, -3.665], [3.305, -3.622, -5.719], [3.329, -1.964, -5.718], [-0.209, -3.091, 5.841], [1.256, -2.549, 5.805], [1.517, -1.200, 5.155], [2.071, -0.400, 6.161], [2.188, -1.092, 7.313], [2.654, -0.728, 8.372], [1.632, -2.312, 7.146], [-0.678, -3.027, 4.859], [-0.863, -2.554, 6.528], [-0.240, -4.080, 6.298], [1.923, -3.292, 5.368], [0.520, -0.827, 4.918], [2.058, -1.314, 4.216], [5.814, -0.336, 1.587], [4.439, -0.571, 1.010], [4.139, -1.553, -0.083], [3.454, -2.589, 0.550], [3.233, -2.254, 1.815], [2.586, -2.917, 2.619], [3.657, -1.033, 2.091], [6.250, -1.274, 1.931], [5.778, 0.318, 2.458], [6.375, 0.210, 0.829], [3.973, 0.360, 0.688], [5.029, -2.020, -0.505], [3.637, -1.018, -0.889], [-5.204, 3.931, 2.423], [-5.360, 4.911, 3.131], [-3.983, 3.532, 1.976], [-3.900, 2.462, 0.981], [-2.805, 4.372, 2.175], [-5.984, 3.218, 2.113], [-2.999, 1.878, 1.170], [-3.811, 2.811, -0.047], [-4.831, 1.901, 1.059], [-1.973, 3.725, 2.455], [-2.489, 5.000, 1.341], [-2.894, 5.089, 2.990], [-0.686, 1.102, -0.397], [-0.825, 2.288, -0.045], [-0.332, 0.147, 0.478], [-0.094, 0.415, 1.881], [-0.047, -1.218, 0.066], [-0.640, 0.677, -1.412], [0.890, 0.048, 2.170], [-0.782, -0.282, 2.359], [-0.211, 1.425, 2.275], [1.029, -1.383, 0.115], [-0.489, -1.974, 0.714], [-0.344, -1.424, -0.963], [-0.101, 4.509, -2.258], [0.970, 4.913, -2.754], [-1.125, 4.049, -2.960], [-1.128, 3.865, -4.420], [-2.401, 3.567, -2.362], [-0.393, 4.507, -1.197], [-1.917, 4.498, -4.826], [-1.281, 2.821, -4.691], [-0.294, 4.335, -4.942], [-2.438, 2.514, -2.639], [-2.486, 3.713, -1.285], [-3.341, 3.953, -2.756]], "smiles": "C[C@H]1COC(=O)O1.C[C@H]1COC(=O)O1.C[C@H]1COC(=O)O1.C[C@H]1COC(=O)O1.C[C@H]1COC(=O)O1.C[C@H]1COC(=O)O1.CN(C)C=O.CN(C)C=O.CN(C)C=O", "e_lumo_ev": -0.3, "spin_multiplicity": 1, "relative_energy_ev": 0.000, "largest_force_ev_per_a": 4.7, "total_charge": 0}



3.
{"formula": "C4H7BrN4", "method": "ωB97M-V with the def2-TZVPD basis set", "species": ["C", "C", "C", "C", "N", "N", "N", "N", "Br", "H", "H", "H", "H", "H", "H", "H"], "positions_angstrom": [[0.597, -1.842, -0.300], [1.992, -1.880, -0.236], [0.213, -0.561, -0.123], [-1.233, 0.205, -1.686], [2.454, -0.705, 0.126], [1.338, 0.099, 0.087], [-1.786, 2.167, 2.044], [-0.803, 0.386, -0.454], [-0.730, 0.843, 2.623], [0.034, -2.614, -0.707], [2.479, -2.854, -0.150], [-1.797, 1.069, -2.037], [-1.254, 2.846, 1.589], [-0.533, -0.067, -2.559], [1.468, 0.981, 0.498], [-2.440, 1.926, 1.286]], "smiles": "C=Nc1ccn[nH]1.NBr", "e_lumo_ev": -0.2, "spin_multiplicity": 1, "relative_energy_ev": 1.219, "largest_force_ev_per_a": 4.6, "total_charge": 0}



4.
{"formula": "C3H6N4S", "method": "ωB97M-V with the def2-TZVPD basis set", "species": ["C", "C", "C", "H", "H", "H", "H", "H", "H", "N", "N", "N", "N", "S"], "positions_angstrom": [[-0.203, -0.503, 0.192], [2.355, 0.277, -0.005], [1.344, 1.396, -0.156], [-2.898, -1.220, -1.010], [-3.518, -0.276, 0.143], [-1.648, -1.488, 1.249], [3.310, 0.314, -0.439], [0.923, 1.867, 0.686], [1.702, 2.249, -0.926], [-2.571, -0.420, -0.279], [-1.569, -0.773, 0.472], [0.651, -1.036, 1.002], [1.961, -0.874, 0.371], [0.161, 0.488, -1.302]], "smiles": "NNC1=NN=CCS1", "e_lumo_ev": 0.6, "spin_multiplicity": 1, "relative_energy_ev": 4.437, "largest_force_ev_per_a": 7.3, "total_charge": 0}



5.
{"formula": "C4H4N2O2", "method": "ωB97M-V with the def2-TZVPD basis set", "species": ["C", "C", "C", "C", "H", "H", "H", "H", "N", "N", "O", "O"], "positions_angstrom": [[2.267, -0.511, 0.662], [1.346, -0.241, -0.513], [-0.331, 0.784, -0.153], [-0.117, -0.542, -0.497], [3.170, -0.087, 0.308], [1.882, 0.164, 1.690], [2.108, -1.801, 1.001], [1.942, -0.426, -1.482], [-1.527, 0.920, 0.441], [-1.212, -1.256, -0.205], [0.887, 1.254, -0.271], [-2.002, -0.308, 0.250]], "e_lumo_ev": 0.5, "spin_multiplicity": 1, "relative_energy_ev": 7.724, "largest_force_ev_per_a": 5.6, "total_charge": 0}



6.
{"formula": "C3H4N2O", "method": "ωB97M-V with the def2-TZVPD basis set", "species": ["N", "C", "O", "C", "C", "N", "H", "H", "H", "H"], "positions_angstrom": [[0.360, -0.883, -0.881], [-0.750, -0.323, -1.081], [-1.298, 0.305, -0.016], [-0.286, 0.343, 1.114], [1.052, 0.544, 0.566], [2.131, 0.960, 0.511], [0.828, -1.306, -1.660], [-1.267, -0.286, -2.052], [-0.227, -0.557, 1.760], [-0.545, 1.204, 1.738]], "smiles": "[H]/N=C/OCC#N", "e_lumo_ev": 0.8, "spin_multiplicity": 1, "relative_energy_ev": 2.269, "largest_force_ev_per_a": 2.1, "total_charge": 0}



7.
{"formula": "C4H11O5PS", "method": "ωB97M-V with the def2-TZVPD basis set", "species": ["C", "C", "C", "C", "O", "O", "O", "O", "O", "P", "S", "H", "H", "H", "H", "H", "H", "H", "H", "H", "H", "H"], "positions_angstrom": [[-1.235, -3.098, -0.092], [2.918, 1.798, 1.660], [-2.559, 0.370, -1.032], [0.421, -0.043, 0.181], [-0.487, -0.131, -2.564], [1.894, 1.946, -0.953], [-0.339, 2.369, -0.104], [-1.002, -2.016, -1.043], [1.537, 1.936, 1.465], [-0.865, -0.430, -1.213], [0.883, 1.683, 0.026], [-1.895, -2.748, 0.619], [-0.286, -3.387, 0.355], [-1.556, -4.034, -0.734], [3.079, 0.927, 2.359], [3.462, 2.672, 2.136], [3.399, 1.439, 0.705], [-2.723, 0.762, -0.060], [-2.424, 1.186, -1.722], [-3.210, -0.410, -1.293], [1.135, -0.893, 0.264], [-0.147, 0.103, 1.038]], "smiles": "CO[P@](C)(=O)CS(=O)(=O)OC", "e_lumo_ev": 0.3, "spin_multiplicity": 1, "relative_energy_ev": 2.451, "largest_force_ev_per_a": 3.8, "total_charge": 0}